Formula: C17H22N4O4
Source: the Open Molecules 2025 dataset
Level of theory: the ωB97M-V functional and the def2-TZVPD basis

Geometry as ORCA input:
```
! wB97M-V def2-TZVPD RIJCOSX def2/J DEFGRID3
* xyz 0 1
C 5.027 -1.207 -1.412
H 6.089 -1.173 -1.651
O 4.934 -0.862 -0.051
C 3.710 -0.831 0.524
C 2.523 -1.105 -0.120
C 1.307 -1.049 0.572
C 1.306 -0.707 1.931
C 2.510 -0.425 2.586
C 3.705 -0.482 1.908
O 4.926 -0.231 2.442
C 4.994 0.115 3.805
H 4.445 1.038 4.013
H 4.608 -0.687 4.442
H 6.052 0.266 4.016
H 2.454 -0.168 3.632
C 0.045 -0.655 2.653
O -0.117 -0.378 3.824
N -1.051 -0.966 1.849
C -0.961 -1.292 0.526
N 0.152 -1.335 -0.111
C -2.249 -1.527 -0.227
N -2.652 -0.398 -1.040
C -1.761 -0.071 -2.131
H -1.401 -0.998 -2.579
C -2.571 0.712 -3.169
N -3.368 1.725 -2.510
C -4.436 2.348 -3.065
O -5.085 3.176 -2.455
C -4.757 1.964 -4.493
H -5.552 2.612 -4.849
H -5.098 0.932 -4.538
H -3.884 2.075 -5.131
C -2.987 2.032 -1.152
C -3.045 0.778 -0.273
H -4.069 0.612 0.079
H -2.401 0.948 0.603
H -1.975 2.451 -1.147
H -3.679 2.790 -0.782
H -1.893 1.167 -3.904
H -3.232 0.015 -3.691
H -0.878 0.499 -1.806
H -2.112 -2.382 -0.893
H -3.062 -1.746 0.471
H -1.953 -0.960 2.313
H 2.488 -1.373 -1.162
H 4.489 -0.494 -2.045
H 4.645 -2.216 -1.597
*
```

Computed properties:
structure (SMILES) = COc1cc2nc(CN3CCN(C(C)=O)CC3)[nH]c(=O)c2cc1OC
gap between HOMO and LUMO = 8.70 eV
LUMO level = 0.021 Eh
F_max = 0.9 eV Å⁻¹

Mulliken atomic charge list, values in e, 4 entries: -0.91 0.23 -0.43 1.18